[1]
Molecular formula: C16H26N3O3S
Method: DFT, ωB97M-V with the def2-TZVPD basis set

Properties
Molar mass   340.47 u
SMILES   CN(C)S(=O)(=O)c1cccc(NC(=O)C[NH2+]C2CCCCC2)c1
Energy   -38456.340 eV
Gap between HOMO and LUMO   0.33035 Eh
LUMO energy   -2.79 eV

The geometry in ORCA input format:
```
! wB97M-V def2-TZVPD RIJCOSX def2/J DEFGRID3
* xyz 1 1
S -4.502 2.776 -1.911
O 1.479 -0.666 -0.675
O -3.964 3.888 -1.185
O -4.946 2.946 -3.255
N 0.038 1.074 -0.277
N 3.397 0.132 0.705
N -5.749 2.146 -1.024
C 2.880 -2.743 1.628
C -3.208 1.508 -1.913
C -2.284 -0.553 -2.684
C -1.173 -0.365 -1.877
C -5.492 1.974 0.382
C 2.241 1.037 0.777
C -1.081 0.779 -1.092
C 1.172 0.396 -0.154
C -3.303 0.386 -2.715
C -6.547 1.129 -1.661
C 5.208 -2.288 0.802
C 4.272 -3.328 1.410
C 2.948 -1.501 2.518
C 3.919 -0.452 1.980
C -2.113 1.711 -1.100
C 5.293 -1.061 1.709
H 3.000 -0.658 0.096
H 2.491 2.043 0.437
H -0.054 1.952 0.220
H 3.299 -1.794 3.509
H -2.345 -1.436 -3.300
H 2.244 -3.483 2.113
H 4.678 -3.664 2.365
H -6.121 0.127 -1.530
H 5.961 -0.310 1.280
H -6.436 1.986 0.926
H 2.419 -2.511 0.666
H -4.883 2.815 0.704
H 1.860 1.093 1.798
H -4.970 1.032 0.595
H 1.950 -1.076 2.642
H 4.178 0.553 0.195
H -4.153 0.272 -3.368
H -6.602 1.375 -2.718
H -0.380 -1.094 -1.873
H 6.204 -2.713 0.688
H -7.552 1.145 -1.239
H 4.858 -2.014 -0.196
H 4.207 -4.195 0.753
H 4.019 0.372 2.695
H 5.721 -1.361 2.667
H -2.077 2.616 -0.512
*
```

Mulliken atomic charge list, values in e, 5 entries: 1.20 -0.74 -0.71 -0.69 -0.05



[2]
Molecular formula: C16H26N4
Method: DFT, ωB97M-V with the def2-TZVPD basis set

Properties
Molar mass   274.41 u
SMILES   CCCCc1nccn1CCn1ccnc1CCCC
Energy   -22975.053 eV
Energy above the lowest of the compared OMol25 structures with the same formula, charge and spin   0.007 eV
Gap between HOMO and LUMO   0.34312 Eh
LUMO energy   0.72 eV

The geometry in ORCA input format:
```
! wB97M-V def2-TZVPD RIJCOSX def2/J DEFGRID3
* xyz 0 1
N 0.906 0.304 -1.338
N -1.642 -1.093 3.582
N -1.375 -0.539 1.465
N 1.197 0.834 -3.458
C 0.740 -4.931 0.307
C -2.324 0.056 3.340
C 1.039 5.987 -0.834
C 0.854 3.582 -1.575
C 1.630 -0.709 -1.913
C -1.076 -1.431 2.454
C -0.278 -5.070 1.434
C -2.169 0.422 2.038
C -0.888 -0.514 0.117
C -0.072 2.489 -2.125
C 0.417 0.302 0.010
C 1.802 -0.359 -3.217
C -0.252 -2.651 2.247
C 0.113 4.899 -1.364
C -1.093 -3.799 1.671
C 0.660 1.211 -2.327
H -0.708 4.746 -0.659
H 1.226 -5.885 0.119
H -1.553 -3.488 0.729
H 1.291 3.257 -0.627
H -1.900 -4.012 2.374
H 0.494 6.917 -0.692
H 0.587 -2.429 1.586
H -0.704 -1.535 -0.228
H -0.459 2.805 -3.094
H -2.550 1.250 1.476
H 1.673 3.730 -2.281
H -1.648 -0.067 -0.531
H 1.852 6.168 -1.533
H 1.174 -0.136 0.668
H 1.513 -4.209 0.560
H -0.918 2.345 -1.448
H -0.321 5.222 -2.313
H 2.319 -0.881 -3.996
H 1.958 -1.561 -1.352
H 0.234 1.328 0.338
H 1.468 5.692 0.121
H 0.143 -2.953 3.218
H 0.252 -4.611 -0.612
H 0.236 -5.345 2.357
H -0.967 -5.880 1.186
H -2.879 0.541 4.118
*
```

Mulliken atomic charge list, values in e, 5 entries: 0.41 -0.77 0.39 -0.76 -1.10



[3]
Molecular formula: C16H26N6O5S
Method: DFT, ωB97M-V with the def2-TZVPD basis set

Properties
Molar mass   414.49 u
SMILES   CS[C@]1(C(=O)NCCOCCN(C)C(=O)Cn2cnc(C(N)=O)n2)C[C@H](O)C1
Energy   -47027.727 eV
Energy above the lowest of the compared OMol25 structures with the same formula, charge and spin   1.719 eV
Gap between HOMO and LUMO   0.34700 Eh
LUMO energy   0.21 eV

The geometry in ORCA input format:
```
! wB97M-V def2-TZVPD RIJCOSX def2/J DEFGRID3
* xyz 0 1
S -1.771 3.698 2.817
O 6.758 -2.861 -5.954
O -2.447 3.554 6.119
O -0.775 -0.455 0.257
O -4.305 0.671 2.446
O 2.204 -2.865 -1.398
N 4.423 -2.186 -4.433
N 1.891 -0.701 -0.845
N 3.212 -2.345 -3.867
N 3.601 -4.237 -4.867
N 5.851 -4.915 -6.302
N -2.718 1.482 1.058
C -2.928 2.401 3.332
C -3.387 1.447 2.232
C -2.947 0.471 0.046
C 2.229 -1.686 -1.708
C 1.827 0.716 -1.158
C 2.629 -1.257 -3.121
C -3.134 2.486 5.506
C -4.027 2.881 4.311
C -2.284 1.639 4.535
C 2.738 -3.574 -4.133
C 0.061 -1.545 0.593
C 5.858 -3.657 -5.799
C -2.149 -0.787 0.310
C 1.503 -1.097 0.504
C 4.617 -3.344 -5.022
C -2.888 4.904 2.073
H 3.385 -0.476 -3.106
H 2.147 -1.913 0.829
H -2.406 -1.188 1.298
H -2.267 5.698 1.664
H -4.900 2.236 4.221
H -3.624 1.942 6.310
H -3.463 4.453 1.265
H -2.673 0.884 -0.925
H 1.751 -0.870 -3.643
H 0.828 1.093 -0.940
H -0.111 -2.385 -0.090
H 1.663 -0.240 1.159
H 6.646 -5.225 -6.831
H 2.551 1.271 -0.558
H -1.884 2.045 1.014
H -4.009 0.230 0.038
H -2.386 -1.550 -0.443
H -0.152 -1.887 1.614
H -3.559 5.330 2.815
H -1.201 1.711 4.644
H 2.041 0.902 -2.205
H -4.327 3.926 4.262
H 5.073 -5.525 -6.124
H -1.968 4.035 5.432
H 1.795 -3.932 -3.760
H -2.592 0.594 4.528
*
```

Mulliken atomic charge list, values in e, 5 entries: -0.05 -0.61 -0.57 -0.03 -0.68